Record 1
This record from the Open Molecules 2025 dataset describes 2 unconnected molecules or ions with the total composition C3H8OSi in a non-equilibrium geometry. The level of theory is ωB97M-V/def2-TZVPD.

Computed properties:
HOMO-LUMO gap (eV): 8.881
F_max (eV Å⁻¹): 4.5

Structure (XYZ):
```
13
Properties=species:S:1:pos:R:3:lowdin_charge:R:1
C -1.18 -0.46 -0.30 -0.32
C 0.79 0.07 -1.14 -0.24
C -1.45 0.81 0.46 -0.12
O -1.99 -1.37 -0.22 0.05
Si 1.72 -0.68 0.30 0.54
H 0.65 1.14 -0.85 0.01
H 0.31 -0.22 -2.11 0.03
H -1.72 1.58 -0.27 0.08
H -0.62 1.12 1.10 0.03
H -2.40 0.66 1.17 0.13
H 1.47 -2.21 0.68 -0.05
H 1.28 0.19 1.46 -0.06
H 3.14 -0.63 -0.29 -0.07
```

=====

Record 2
This record from the Open Molecules 2025 dataset describes a single C30H42N8O3 molecule in a non-equilibrium geometry. The level of theory is ωB97M-V/def2-TZVPD.

Computed properties:
HOMO-LUMO gap (eV): 8.360
F_max (eV Å⁻¹): 1.3

Structure (XYZ):
```
83
Properties=species:S:1:pos:R:3:lowdin_charge:R:1
C -1.76 -2.98 -2.17 -0.04
C -3.01 -2.13 -1.98 -0.41
C -4.28 -2.96 -2.22 -0.06
N -3.06 -1.44 -0.70 -0.11
C -2.30 -0.21 -0.63 -0.10
C -3.23 1.00 -0.39 -0.19
O -3.00 1.60 0.89 -0.04
C -2.43 2.86 0.76 -0.22
N -0.99 2.83 0.97 0.09
C -0.37 3.01 2.17 -0.14
N 0.92 2.95 2.12 0.14
C 1.21 2.72 0.80 -0.17
C 2.41 2.59 0.08 -0.33
N 3.62 2.76 0.64 0.19
N 2.33 2.36 -1.24 0.13
C 1.14 2.27 -1.80 -0.21
N -0.05 2.39 -1.25 0.16
C 0.01 2.62 0.06 -0.22
C -2.80 3.40 -0.62 -0.24
O -3.92 4.25 -0.49 0.00
C -3.13 2.12 -1.44 -0.26
O -4.29 2.29 -2.20 -0.01
C -3.06 -2.27 0.48 -0.27
C -3.52 -1.62 1.80 -0.07
C -2.37 -2.32 2.54 -0.28
C -1.56 -1.54 3.57 -0.14
C -1.02 -0.16 3.14 -0.10
C 0.27 -0.22 2.42 -0.33
N 0.42 -0.42 1.14 0.16
C 1.77 -0.42 0.90 -0.21
C 2.46 -0.60 -0.29 0.04
C 3.84 -0.53 -0.28 -0.19
C 4.67 -0.66 -1.55 -0.55
C 5.38 0.68 -1.80 -0.05
C 3.81 -0.97 -2.77 -0.06
C 5.70 -1.79 -1.38 -0.05
C 4.50 -0.30 0.94 -0.06
C 3.84 -0.14 2.14 -0.02
C 2.45 -0.20 2.11 -0.20
N 1.47 -0.08 3.06 0.18
C -1.74 -2.69 1.18 -0.08
H -1.76 -3.83 -1.49 0.07
H -0.86 -2.39 -1.97 0.07
H -1.71 -3.36 -3.19 0.08
H -3.01 -1.33 -2.74 0.14
H -5.15 -2.39 -1.93 0.08
H -4.26 -3.89 -1.65 0.07
H -4.35 -3.22 -3.27 0.07
H -1.75 -0.06 -1.57 0.12
H -1.55 -0.23 0.16 0.09
H -4.26 0.61 -0.37 0.16
H -2.85 3.50 1.55 0.17
H -0.93 3.19 3.07 0.13
H 3.67 2.74 1.64 0.10
H 4.42 2.47 0.11 0.09
H 1.14 2.07 -2.87 0.11
H -1.96 3.95 -1.07 0.15
H -4.29 4.37 -1.37 0.10
H -2.32 1.94 -2.15 0.13
H -5.05 2.32 -1.61 0.11
H -3.67 -3.15 0.26 0.14
H -3.43 -0.54 1.77 0.09
H -4.53 -1.88 2.13 0.11
H -2.73 -3.22 3.04 0.14
H -2.21 -1.38 4.43 0.11
H -0.72 -2.16 3.90 0.12
H -1.76 0.35 2.51 0.09
H -0.87 0.45 4.04 0.12
H 1.89 -0.77 -1.19 0.11
H 4.64 1.47 -1.92 0.06
H 6.05 0.93 -0.99 0.08
H 5.97 0.61 -2.72 0.08
H 3.10 -0.17 -2.96 0.07
H 4.45 -1.07 -3.65 0.09
H 3.27 -1.90 -2.64 0.09
H 6.27 -1.91 -2.30 0.08
H 5.19 -2.72 -1.16 0.09
H 6.40 -1.58 -0.58 0.07
H 5.58 -0.25 0.95 0.11
H 4.38 0.03 3.06 0.11
H 1.60 0.13 4.04 0.16
H -0.90 -2.06 0.92 0.08
H -1.45 -3.74 1.07 0.11
```

=====

Record 3
This record from the Open Molecules 2025 dataset describes a single C5H8O molecule. The level of theory is ωB97M-V/def2-TZVPD.

Computed properties:
HOMO-LUMO gap (eV): 9.463
F_max (eV Å⁻¹): 0.4

Structure (XYZ):
```
14
Properties=species:S:1:pos:R:3:lowdin_charge:R:1
O -1.76 -1.14 0.81 -0.01
C -0.93 -0.41 1.54 -0.06
C 0.46 -0.65 0.99 -0.21
C 0.48 0.36 -0.15 -0.40
C 0.24 -0.19 -1.53 -0.06
C 0.57 1.66 0.11 0.04
H -2.66 -0.92 1.09 0.10
H 0.61 -1.67 0.61 0.11
H 1.21 -0.42 1.75 0.10
H 1.17 -0.56 -1.97 0.08
H -0.17 0.57 -2.20 0.08
H -0.46 -1.04 -1.49 0.07
H 0.73 2.02 1.12 0.07
H 0.50 2.41 -0.68 0.06
```

=====

Record 4
This record from the Open Molecules 2025 dataset describes a single C2H3N3OS molecule in a non-equilibrium geometry. The level of theory is ωB97M-V/def2-TZVPD.

Computed properties:
HOMO-LUMO gap (spin up / spin down) (eV): 7.359 / 7.292
F_max (eV Å⁻¹): 4.3

Structure (XYZ):
```
10
Properties=species:S:1:pos:R:3:lowdin_charge:R:1
C -0.04 0.01 0.45 -0.27
C 0.53 -2.11 -0.65 -0.97
N 0.30 -1.20 0.35 0.03
N -0.37 0.96 -0.41 0.02
N -0.45 2.23 -0.03 0.06
O 0.32 -2.06 -1.83 0.03
S 1.26 -3.53 0.16 0.74
H -0.10 0.42 1.60 0.16
H -1.34 2.52 -0.37 0.10
H -0.09 2.74 0.74 0.10
```

=====

In eV, the relative energy (zero: lowest compared OMol25 entry of this formula, charge and spin) values for the records above are, in order, 4.232, 0.471, 3.189, 3.838.